# 1
DFT (ωB97M-V/def2-TZVPD) results for C40H50AuBN4O5 as an isolated structure.

<S²> = 2.007
LUMO level (alpha / beta) = 0.40 / -2.98 eV
HOMO level (alpha / beta) = -6.64 / -6.75 eV
2S+1 = 3

XYZ file:
```
101
Properties=species:S:1:pos:R:3:forces:R:3
Au -1.14110 0.14410 -0.52401 0.344 -0.077 0.972
C -1.51719 -5.32133 -4.62450 0.034 -0.093 0.074
O -1.71179 -4.17943 -5.42652 -0.015 0.126 -0.131
C -1.41388 -2.96347 -4.90554 0.089 0.545 0.062
C -1.56459 -1.87640 -5.79377 -0.120 0.039 -0.237
C -1.31199 -0.59728 -5.36986 -0.081 -0.426 -0.052
C -0.88897 -0.31250 -4.06313 0.044 -0.460 0.831
C -0.66882 1.04944 -3.62875 0.138 0.088 -0.666
C -0.40420 2.08120 -4.70648 -0.049 0.151 0.247
O -0.67065 1.45395 -2.46577 0.012 0.127 0.051
C -0.68001 -1.41726 -3.15412 -0.383 0.147 -1.185
O -0.17674 -1.29005 -1.99917 0.331 -0.023 0.983
C -0.98967 -2.72918 -3.62213 0.115 -0.223 0.003
H -1.76893 -6.16817 -5.26141 0.015 0.005 0.107
H -2.17013 -5.31517 -3.74551 0.043 0.025 -0.043
H -0.47477 -5.40608 -4.30085 -0.050 0.011 0.012
H -1.89591 -2.08080 -6.80095 -0.053 0.018 -0.057
H -1.48850 0.21079 -6.06301 0.056 0.090 -0.095
H 0.29065 1.71408 -5.45460 0.009 -0.040 -0.137
H -0.00724 2.97523 -4.23280 0.000 0.042 0.013
H -1.34689 2.33836 -5.18316 -0.079 0.075 -0.189
H -0.82825 -3.52400 -2.91071 -0.012 -0.109 0.069
C -2.06676 -3.11765 0.93573 0.107 0.240 0.042
C -0.91742 -2.63719 1.82472 -0.176 -0.160 0.031
C -1.00870 -3.24782 3.22583 0.047 0.249 -0.190
C 0.40995 -2.96394 1.19436 -0.199 0.214 0.112
C 0.67544 -4.27449 0.82150 0.134 0.058 -0.042
C 1.88163 -4.61931 0.24765 -0.019 0.056 0.043
C 2.83753 -3.64573 0.03746 -0.038 0.027 0.063
C 2.61405 -2.32538 0.40230 -0.046 0.207 0.086
C 3.68485 -1.29761 0.11800 0.152 -0.099 -0.114
C 4.06382 -1.30901 -1.36415 -0.149 0.155 0.131
C 4.91078 -1.52267 1.00579 -0.176 0.200 -0.082
C 1.39007 -1.98975 0.99917 0.204 -1.126 -0.350
N 1.18040 -0.63882 1.38668 1.559 0.063 1.880
B 0.47652 0.41846 0.70621 -1.904 -0.242 -1.745
N 0.93954 1.62462 1.34028 1.505 0.351 1.898
C 1.77079 1.27404 2.36581 -1.196 1.958 -1.010
C 1.91395 -0.08254 2.39336 -0.709 -2.240 -0.917
C 0.86306 2.98206 0.92924 -0.098 1.101 -0.373
C -0.29092 3.74153 1.13896 -0.033 -0.249 0.092
C -0.28806 5.07927 0.76764 0.136 -0.046 -0.014
C 0.82935 5.66000 0.20331 0.006 0.007 -0.004
C 1.95364 4.89211 -0.03068 0.031 0.049 0.038
C 1.99010 3.54957 0.31605 0.025 -0.332 0.096
C 3.22057 2.73046 -0.01077 0.162 0.180 -0.159
C 3.50511 2.77333 -1.51612 -0.078 -0.190 0.212
C 4.44231 3.20014 0.78353 -0.183 -0.235 -0.093
C -1.51510 3.15018 1.78249 -0.171 0.051 0.009
C -2.74876 3.35509 0.90268 0.171 -0.187 0.086
C -1.74390 3.74840 3.17152 0.084 -0.275 -0.134
H -3.02456 -2.83743 1.37064 -0.115 0.005 0.064
H -2.05319 -4.19912 0.81394 -0.033 -0.095 0.008
H -1.99568 -2.65843 -0.04888 -0.033 -0.015 -0.132
H -0.98887 -1.55567 1.92279 -0.034 -0.073 0.041
H -0.95843 -4.33400 3.18813 -0.001 -0.134 0.001
H -1.94498 -2.95574 3.69395 -0.143 0.004 0.104
H -0.19287 -2.88514 3.84598 0.098 -0.001 0.170
H -0.07368 -5.03456 0.98329 -0.085 -0.038 0.025
H 2.07677 -5.64127 -0.03781 0.024 -0.120 -0.043
H 3.77206 -3.91880 -0.42429 0.176 0.006 -0.084
H 3.28946 -0.30571 0.34088 0.038 -0.062 -0.059
H 4.60763 -2.21090 -1.63038 0.061 -0.134 -0.034
H 4.69687 -0.45556 -1.59402 0.127 0.098 -0.054
H 3.16737 -1.25114 -1.97656 -0.074 0.015 -0.127
H 5.37269 -2.48350 0.79457 0.048 -0.130 -0.008
H 4.63429 -1.50259 2.05760 0.037 -0.045 0.166
H 5.64863 -0.74225 0.83316 0.138 0.070 -0.022
H 2.20888 2.00819 3.01390 0.133 0.140 0.130
H 2.49507 -0.67804 3.07056 0.154 -0.120 0.121
H -1.17192 5.67405 0.93240 -0.135 0.065 0.047
H 0.82554 6.70933 -0.05571 -0.011 0.046 -0.054
H 2.81739 5.34841 -0.49154 0.101 -0.006 -0.055
H 3.03253 1.68810 0.25045 0.018 0.103 -0.068
H 3.80515 3.76911 -1.83407 0.004 0.100 -0.044
H 2.61798 2.47760 -2.07051 -0.082 -0.008 -0.133
H 4.30836 2.08186 -1.76159 0.116 -0.045 -0.058
H 4.70851 4.21991 0.51747 0.038 0.128 0.008
H 5.29041 2.55537 0.56443 0.162 -0.026 -0.021
H 4.25543 3.16131 1.85425 0.008 0.057 0.157
H -1.35215 2.08134 1.90515 -0.046 0.090 -0.007
H -3.01402 4.40734 0.83495 -0.058 0.145 -0.038
H -3.59351 2.82087 1.33142 -0.155 -0.043 0.024
H -2.57507 2.97164 -0.10017 -0.034 -0.044 -0.132
H -1.92582 4.81819 3.11278 -0.012 0.183 0.018
H -0.88141 3.57172 3.81066 0.072 0.034 0.132
H -2.60734 3.27326 3.63129 -0.104 -0.026 0.104
C -4.15733 -0.00964 4.55320 0.115 0.035 0.338
N -4.04058 -0.04324 3.11507 0.438 0.103 -0.082
C -5.12756 -0.24355 2.33439 -0.248 -0.046 -0.473
C -5.04592 -0.30336 0.99209 -0.210 -0.052 -0.023
C -3.74922 -0.15817 0.37891 -0.396 -0.072 0.385
O -3.53253 -0.22659 -0.83991 0.116 0.044 -0.476
N -2.70532 0.05993 1.20130 0.605 0.185 -0.538
C -2.76304 0.12363 2.53731 -0.815 -0.097 -0.043
O -1.80128 0.31824 3.25971 0.839 0.038 0.469
H -5.03318 0.56898 4.84375 0.004 0.022 0.012
H -3.25136 0.45445 4.94195 -0.177 -0.048 0.043
H -4.24135 -1.01737 4.96432 0.010 -0.007 0.034
H -6.06785 -0.34552 2.85974 -0.020 -0.017 0.016
H -5.90525 -0.45891 0.36733 -0.196 -0.031 -0.027
```
Forces are in eV/Å.

Mulliken atomic charge list, values in e, 99 entries: 1.622, -0.762, -0.464, 0.970, -1.004, -0.791, 0.552, 0.861, -1.935, -0.486, -0.634, -0.433, -0.317, 0.233, 0.305, 0.317, 0.414, 0.386, 0.441, 0.364, 0.416, 0.350, -1.638, 2.575, -1.842, 0.203, -0.515, -1.648, -0.849, 0.774, 2.346, -1.658, -1.734, 0.356, 0.421, 1.088, 0.448, -0.865, -0.876, 0.132, 0.392, -0.637, -1.592, -0.795, 0.875, 2.322, -1.533, -1.802, 2.641, -1.746, -1.787, 0.364, 0.534, 0.082, -1.345, 0.364, 0.437, 0.370, 0.406, 0.405, 0.406, -1.242, 0.420, 0.425, 0.313, 0.380, 0.337, 0.443, 0.622, 0.623, 0.416, 0.395, 0.374, -1.268, 0.406, 0.239, 0.420, 0.385, 0.446, 0.340, -1.324, 0.501, 0.364, 0.194, 0.361, 0.359, 0.428, -1.231, 0.303, -0.264, -1.178, 0.901, -0.756, 0.530, -0.438, -0.789, 0.394, 0.371, 0.315

# 2
DFT (ωB97M-V/def2-TZVPD) results for a 19-piece molecular cluster, CH41N2O18 overall.

LUMO level = -2.60 eV
HOMO level = -12.44 eV
charge = +1
2S+1 = 1

XYZ file:
```
62
Properties=species:S:1:pos:R:3:forces:R:3
N 0.54783 0.65412 1.29901 -2.609 -1.298 -0.670
C 0.51750 0.19825 0.02135 0.760 -0.039 1.720
N 1.60830 0.06042 -0.73663 -6.355 -0.485 -1.317
H 1.36301 0.84205 1.88924 -0.443 -0.231 -0.859
H -0.42289 0.50376 1.78232 2.673 0.316 -1.223
H -0.53451 -0.13531 -0.22750 1.434 0.523 -0.425
H 1.55726 -0.19633 -1.71037 -0.452 -0.239 0.088
H 2.46666 0.15938 -0.40088 4.622 0.869 2.223
H 3.18853 1.81778 1.55451 0.192 0.103 -0.832
H 4.51329 1.37295 0.88599 -1.443 -0.081 -0.529
O 3.53588 1.42853 0.70146 1.996 -0.522 0.325
H 2.27869 -4.33149 1.00454 -0.781 2.748 0.702
H 1.27008 -3.01912 0.95183 1.522 -1.439 0.626
O 2.18283 -3.33751 1.26421 -0.820 -1.601 -1.258
H -3.32935 2.94885 3.00637 0.151 4.417 0.574
H -3.77929 1.85060 2.27653 -0.756 -1.294 -1.110
O -3.29027 2.05359 3.06700 0.826 -3.073 0.854
H 2.59136 3.65754 2.18955 -0.303 3.344 -0.168
H 1.86920 2.48624 3.09275 -0.341 1.439 0.026
O 2.50116 2.78622 2.41844 0.025 -3.884 1.230
H -2.64118 -1.19656 0.66833 0.505 0.070 -0.339
H -2.52983 -0.28875 1.90334 0.246 -0.081 -0.486
O -2.29026 -0.33569 0.94967 -0.313 -0.173 0.280
H 1.39723 -0.84653 -4.46156 -0.803 -0.516 -0.094
H -0.12088 -0.90342 -4.19986 1.609 -1.275 -0.272
O 0.66082 -1.50882 -4.38399 -0.817 1.338 0.319
H -0.81628 2.25850 3.65121 2.405 1.507 0.485
H 0.02019 1.19592 3.70538 1.937 1.017 1.014
O 0.20751 2.19246 3.82898 -4.328 -2.738 -0.998
H 0.50370 -1.38245 4.73828 0.378 0.291 -0.315
H -0.76443 -0.83790 4.20786 -2.522 0.175 0.095
O 0.14359 -0.80889 4.04553 2.736 -0.318 0.124
H 1.92557 1.35829 -3.57798 -0.396 -0.385 -1.688
H 1.39279 1.56669 -5.13850 1.971 -2.819 2.958
O 1.85430 0.85503 -4.44635 -1.383 3.468 -1.499
H 4.23970 -2.11861 -0.92236 -1.642 0.057 -0.621
H 2.98960 -2.78905 -0.48550 -1.062 -1.658 2.071
O 3.26114 -2.18155 -1.12641 2.903 1.809 -1.403
H 1.32967 -2.57842 -2.01785 0.594 0.186 -0.028
H 0.92774 -3.28352 -3.32125 -0.231 -0.253 3.197
O 0.92446 -3.41036 -2.27085 -0.039 0.237 -3.611
H -1.01424 4.07713 -2.96512 -1.659 -1.660 -0.019
H -2.26273 3.09390 -3.22486 -1.286 0.357 -1.008
O -1.47113 3.20450 -2.74287 2.749 1.496 0.920
H -5.33226 0.49734 1.05410 -2.091 -1.514 0.376
H -4.11125 0.76902 0.29158 1.436 -0.633 -1.244
O -4.64415 1.10260 0.97845 0.367 2.264 0.759
H -2.75311 -1.19308 3.99663 -0.938 -0.509 0.598
H -2.85274 0.45253 3.90282 0.451 -1.684 -0.313
O -2.38158 -0.40560 3.63249 -0.331 2.301 0.020
H -0.90773 0.95488 -2.39311 0.198 0.622 -0.063
H -1.78527 0.07796 -3.28375 0.040 0.001 0.473
O -1.24304 0.06280 -2.47700 -0.219 0.012 -0.757
H 1.99535 2.86064 -1.71391 -1.462 -0.208 -1.551
H 0.49245 3.17719 -2.23532 1.806 -1.218 -0.310
O 1.35069 2.70957 -2.48368 -0.068 1.309 2.282
H -1.34463 -1.66213 -1.87825 -2.311 -1.016 1.948
H -1.87746 -3.03467 -1.70622 -0.283 -1.189 0.087
O -2.04221 -2.19404 -1.30509 1.542 2.626 -2.433
H 0.01525 -3.33732 -0.86134 0.342 0.191 -0.960
H -0.65762 -4.39738 -0.20814 -1.739 -6.296 -0.685
O -0.42302 -3.57276 -0.05326 1.809 5.233 2.714
```
Forces are in eV/Å.

For reference, the Mulliken charges in units of e are: 0.383, 0.096, 0.180, 0.198, -0.153, 0.113, -0.120, 0.372, 0.410, 0.260, -0.673, 0.349, 0.342, -0.762, 0.311, 0.346, -0.598, 0.241, 0.344, -0.567, 0.281, 0.246, -0.434, 0.400, 0.267, -0.637, 0.443, 0.226, -0.721, 0.310, 0.366, -0.604, 0.417, 0.320, -0.729, 0.286, 0.326, -0.598, 0.299, 0.332, -0.685, 0.306, 0.274, -0.624, 0.289, 0.289, -0.686, 0.274, 0.318, -0.767, 0.177, 0.197, -0.392, 0.329, 0.270, -0.618, 0.347, 0.345, -0.607, 0.361, 0.292, -0.558

# 3
DFT (ωB97M-V/def2-TZVPD) results for a 3-piece molecular cluster, C5H13NO2 overall.

LUMO level = -2.99 eV
HOMO level = -7.72 eV
2S+1 = 1

XYZ file:
```
21
Properties=species:S:1:pos:R:3:forces:R:3
N 1.68713 0.45823 0.36416 -0.332 1.625 -1.782
C 0.73230 1.44173 0.72522 -0.524 1.268 1.924
C -0.08753 1.74229 -0.48762 0.961 -1.754 0.201
C -0.83405 0.65359 -0.92837 -0.601 -0.615 -0.579
C -1.35495 0.39643 -2.17094 -1.066 0.516 0.600
C -2.03431 -0.89746 -2.44265 0.601 -0.473 -0.136
H 1.91806 0.54341 -0.61189 0.764 -0.549 0.207
H 0.12731 1.04601 1.56380 -0.268 -0.404 -0.504
H 1.07577 2.35621 1.22960 0.706 0.073 -0.517
H 0.17940 2.58830 -1.11392 -0.434 0.199 -0.009
H -0.95989 -0.13822 -0.19083 0.258 -0.076 0.123
H -1.44620 1.16768 -2.92995 0.511 0.020 -0.101
H -2.02671 -1.52383 -1.55094 -0.060 -0.001 -0.061
H -1.48860 -1.43507 -3.23477 0.076 0.104 0.156
H -3.04509 -0.84441 -2.84476 -0.101 0.483 0.102
H 1.91271 -1.27319 3.32247 0.276 0.015 0.205
H 1.93847 -0.31026 1.00594 -0.236 -0.389 0.702
O 1.81491 -1.00756 2.41229 -0.434 -0.080 -0.331
H 0.48184 -1.45074 2.00853 -0.158 -0.131 -0.130
H -0.19459 -2.29992 0.85463 0.095 -0.263 -0.032
O -0.45078 -1.74483 1.59164 -0.036 0.435 -0.038
```
Forces are in eV/Å.

For reference, the Mulliken charges in units of e are: -0.316, -0.397, -0.522, 0.004, 0.171, -1.090, 0.186, 0.275, 0.295, 0.340, 0.307, 0.365, 0.323, 0.308, 0.335, 0.191, 0.316, -1.012, 0.403, 0.261, -0.744

# 4
DFT (ωB97M-V/def2-TZVPD) results for a 2-piece molecular cluster, C2H5IO overall.

LUMO level (alpha / beta) = 0.54 / -0.56 eV
HOMO level (alpha / beta) = -9.65 / -6.97 eV
2S+1 = 1

XYZ file:
```
9
Properties=species:S:1:pos:R:3:forces:R:3
C 0.00957 0.76444 -0.55395 3.566 -2.342 -0.368
C -0.70376 -0.48275 -0.24682 -1.554 0.504 1.953
O -0.25508 -1.70690 -0.28908 3.177 1.279 -2.050
I -2.74698 -0.01989 -0.07602 -0.565 -0.707 -0.160
H 0.07029 1.05656 -1.58519 -0.731 0.295 -0.823
H -0.56997 1.37294 0.07153 0.426 2.047 0.585
H 1.13763 0.58320 -0.33599 -1.840 0.734 0.375
H 0.06205 -0.12541 2.07703 -0.278 -0.087 -0.443
H -0.74718 -2.44153 -0.05972 -2.200 -1.724 0.931
```
Forces are in eV/Å.

For reference, the Mulliken charges in units of e are: -0.949, 0.040, -0.424, 0.001, 0.330, 0.442, 0.232, -0.022, 0.350

# 5
DFT (ωB97M-V/def2-TZVPD) results for an isolated ion of composition C7H9IN5O2 and charge -1.

LUMO level = 2.65 eV
HOMO level = -2.90 eV
charge = -1
2S+1 = 1

XYZ file:
```
24
Properties=species:S:1:pos:R:3:forces:R:3
C 0.25038 2.60892 0.42457 0.317 -0.434 -0.027
C -1.34423 0.36066 0.21096 2.753 2.653 0.827
C 0.03998 0.38626 0.70902 -2.457 1.795 -0.160
C -1.69764 1.70063 -0.32686 0.434 -1.747 0.177
C -1.96001 -0.82588 0.26903 -2.107 -2.467 0.115
C 0.95899 -1.58278 -0.23324 -0.492 -2.011 2.310
C 2.11525 -1.14456 -1.03781 -0.453 2.923 -1.291
N 0.77874 1.46354 0.81936 0.447 1.954 -0.149
N -0.93504 2.72503 -0.16444 -0.239 1.029 -0.368
N 0.74953 -0.75994 1.01408 -2.120 -1.313 -5.626
N 1.25080 -0.97710 2.09979 2.082 -0.113 4.213
N -2.81657 1.77731 -1.10420 -0.970 -0.590 -0.031
O 2.16878 -1.81218 2.11790 0.275 -0.593 0.175
O 3.42976 -1.43707 -0.64384 -0.038 -0.267 1.893
I -4.20628 -1.00559 0.26265 1.408 -0.222 0.217
H 0.78730 3.53903 0.43815 0.638 0.012 0.443
H -1.48499 -1.57802 0.92910 -1.077 0.340 -0.393
H -0.06512 -1.62934 -0.69495 1.209 0.480 -0.166
H 1.14560 -2.60846 0.14379 -0.038 0.311 -0.218
H 1.97556 -0.02537 -1.20250 0.362 -0.871 0.456
H 1.94501 -1.49032 -2.03514 0.312 -0.799 -0.757
H -3.45256 1.02908 -0.77852 -0.268 1.268 -1.166
H -3.11392 2.65250 -1.57404 0.330 -1.132 1.090
H 3.48067 -1.36637 0.35718 -0.307 -0.203 -1.564
```
Forces are in eV/Å.

For reference, the Mulliken charges in units of e are: -0.366, 1.245, -0.015, 0.451, -1.388, -0.823, -0.517, -0.686, -0.738, 1.040, -0.401, -0.265, -0.585, -0.566, -0.234, 0.392, 0.462, 0.522, 0.348, 0.231, 0.375, -0.099, 0.247, 0.368

# 6
DFT (ωB97M-V/def2-TZVPD) results for a 2-piece molecular cluster, C2H3N5S overall.

LUMO level = -1.03 eV
HOMO level = -9.86 eV
2S+1 = 1

XYZ file:
```
11
Properties=species:S:1:pos:R:3:forces:R:3
C 0.22079 -0.44669 0.77787 -3.874 0.873 -3.152
C -0.28819 0.32700 -1.34992 -1.397 0.089 5.323
H -0.30496 0.88356 2.40864 3.814 -3.496 -1.457
H 0.53450 -0.80954 2.77951 0.006 -1.281 0.167
H 0.48786 2.58655 -1.71547 -0.448 -0.989 0.229
N 0.66782 -0.17375 2.02909 -3.832 4.918 0.628
N 0.12310 -1.77520 0.26725 -1.052 2.390 -1.930
N -0.48975 -1.88388 -0.93985 1.421 0.941 0.616
N -0.54586 -0.85370 -1.86214 0.642 -2.598 2.547
N -0.45454 0.63998 0.04348 4.133 -3.486 -0.492
S 0.04923 1.50567 -2.43847 0.586 2.640 -2.477
```
Forces are in eV/Å.

For reference, the Mulliken charges in units of e are: 0.475, 0.650, 0.386, 0.311, 0.171, -0.580, -0.180, -0.282, -0.219, -0.450, -0.282

Here are the calculated relative energy (zero: lowest compared OMol25 entry of this formula, charge and spin) numbers, same order: 0.000, 1.645, 6.008, 4.951, 2.626, 3.733 (eV).
Here are the calculated total energy numbers, same order: -62858.8059, -41531.0275, -10975.8714, -12297.9224, -27048.6043, -20402.8898 (eV).